# 1
Computed, not measured: one molecule with the formula C19H19N3O2S at a distorted geometry, with ωB97M-V/def2-TZVPD.

Values from the calculation:
E_LUMO ... -0.115 eV
SMILES ... CCCCC(=O)N/N=C/c1ccc(Sc2cccc3cccnc23)o1
Molar mass ... 353.4 g/mol
Frontier orbital gap ... 7.4 eV
Relative energy (zero: lowest compared OMol25 entry of this formula, charge and spin) ... 76.15 kcal per mole
Strongest force on any atom ... 0.0311 hartree/bohr
HOMO ... -7.5 eV

```
! wB97M-V def2-TZVPD RIJCOSX def2/J DEFGRID3
* xyz 0 1
C -4.99 -2.91 -1.67
C -5.26 -2.17 -0.36
C -5.31 -0.66 -0.58
C -5.54 0.08 0.74
C -5.59 1.57 0.50
O -6.60 2.25 0.50
N -4.37 2.16 0.26
N -3.23 1.46 0.25
C -2.13 2.06 -0.01
C -0.91 1.34 -0.05
C -0.63 0.00 0.12
C 0.76 -0.15 -0.05
C 1.24 1.11 -0.31
S 2.83 1.70 -0.74
C 3.87 0.73 0.32
C 3.49 0.23 1.53
C 4.40 -0.50 2.31
C 5.69 -0.70 1.89
C 6.12 -0.17 0.66
C 7.43 -0.31 0.16
C 7.75 0.24 -1.05
C 6.76 0.93 -1.77
N 5.54 1.08 -1.33
C 5.20 0.56 -0.15
O 0.24 2.01 -0.31
H -4.96 -3.99 -1.50
H -4.04 -2.61 -2.09
H -5.77 -2.70 -2.40
H -4.48 -2.41 0.36
H -6.21 -2.51 0.06
H -6.11 -0.42 -1.28
H -4.36 -0.33 -1.01
H -6.49 -0.22 1.18
H -4.73 -0.14 1.43
H -4.37 3.16 0.08
H -2.08 3.13 -0.22
H -1.34 -0.77 0.34
H 1.33 -1.05 0.00
H 2.49 0.38 1.90
H 4.08 -0.89 3.26
H 6.39 -1.25 2.50
H 8.16 -0.86 0.74
H 8.75 0.15 -1.47
H 6.98 1.37 -2.73
*
```

***

# 2
Computed, not measured: a 8-piece molecular cluster, C23H50B2ClF6I2O12 overall at a distorted geometry, with ωB97M-V/def2-TZVPD.

Values from the calculation:
E_LUMO ... 1.949 eV
Molar mass ... 943.5 g/mol
Frontier orbital gap ... 6.9 eV
Strongest force on any atom ... 0.1003 hartree/bohr
HOMO ... -5.0 eV

```
! wB97M-V def2-TZVPD RIJCOSX def2/J DEFGRID3
* xyz -1 1
C 1.20 3.66 1.16
C -0.18 3.15 0.94
C -0.70 2.42 -0.47
B -1.38 0.99 0.02
C -2.93 1.42 0.10
Cl -3.56 1.53 -1.68
C -4.02 0.45 0.81
C -4.44 -0.81 -0.22
O -1.07 -0.28 -0.71
C -0.01 -1.16 -0.09
C 0.21 -2.66 -0.67
O 0.74 -3.67 0.25
C 0.80 -5.02 -0.30
F 2.24 -5.43 -0.28
F 0.34 -5.18 -1.70
F 0.07 -5.96 0.62
B 1.28 -0.46 -0.92
C 2.71 0.02 -0.36
O 1.00 -0.24 -2.38
C -0.18 -0.73 1.47
C 1.16 -0.80 2.49
O 2.11 -1.85 2.14
C 3.41 -1.71 2.81
F 4.33 -2.67 2.10
F 4.04 -0.38 2.70
F 3.32 -2.22 4.22
C -1.38 -1.04 2.51
I -1.67 0.64 3.98
C -2.30 -2.13 2.75
C -3.45 -2.11 3.97
I -2.30 -3.84 1.53
O -0.52 0.75 1.23
H 2.00 3.89 0.33
H 1.48 3.92 2.29
H -1.04 3.29 1.75
H -1.43 3.19 -0.95
H 0.23 2.32 -1.17
H -3.00 2.48 0.64
H -3.81 0.10 1.90
H -5.03 1.08 0.88
H -3.52 -1.25 -0.79
H -5.35 -0.51 -0.90
H -4.84 -1.65 0.52
H -0.83 -2.98 -1.16
H 0.96 -2.71 -1.59
H 3.20 0.76 -1.16
H 2.74 0.60 0.66
H 3.45 -0.92 -0.33
H 0.75 0.72 -2.55
H 0.82 -1.03 3.61
H 1.58 0.30 2.49
H -3.00 -1.93 5.03
H -4.28 -1.30 3.69
H -4.03 -3.15 3.95
C -4.70 -1.20 7.86
O -3.69 -1.01 6.88
H -5.67 -1.20 7.37
H -4.54 -2.16 8.36
H -4.66 -0.39 8.59
H -2.84 -1.01 7.34
C 4.63 1.96 -3.61
O 3.76 2.65 -2.73
H 5.51 1.63 -3.05
H 4.12 1.08 -4.01
H 4.94 2.62 -4.42
H 2.99 2.93 -3.25
C -8.18 0.53 -0.18
O -7.07 0.80 0.66
H -8.02 -0.43 -0.68
H -9.09 0.49 0.42
H -8.26 1.32 -0.94
H -7.23 1.66 1.08
C 7.00 4.10 -6.11
O 6.91 2.81 -5.54
H 7.44 4.78 -5.38
H 7.63 4.06 -7.00
H 6.00 4.45 -6.38
H 6.51 2.23 -6.21
C -10.83 -1.70 2.47
O -9.83 -1.51 1.49
H -11.81 -1.70 1.98
H -10.68 -2.66 2.97
H -10.80 -0.89 3.20
H -8.97 -1.51 1.95
C 10.82 4.14 -5.20
O 10.31 5.11 -6.09
H 10.34 4.26 -4.23
H 10.60 3.14 -5.59
H 11.90 4.27 -5.08
H 10.76 4.97 -6.95
C 4.92 -3.23 -2.84
O 4.64 -2.20 -1.91
H 5.44 -2.80 -3.70
H 5.56 -3.98 -2.37
H 3.99 -3.69 -3.17
H 4.18 -2.61 -1.16
*
```

***

What is the formula in the first record?
C19H19N3O2S